# C6H12N2OS3

The molecule C6H12N2OS3 at a distorted geometry (ωB97M-V with the def2-TZVPD basis set, the Open Molecules 2025 dataset).

The geometry in XYZ format:
```
24
Properties=species:S:1:pos:R:3
C 2.0328 -0.4525 1.7906
C -2.0154 -0.1441 -2.6195
C 1.6252 -0.3570 3.2676
C -1.1131 -1.3745 -2.7582
C 0.2255 0.9433 1.4740
C -0.1388 0.4998 -1.3376
N 1.5753 0.7414 1.1132
N -1.2360 0.9558 -2.0600
O -2.1903 0.4884 0.4549
S 0.0250 0.5234 3.2687
S 0.5583 -0.8742 -2.2221
S -0.8864 -0.1862 0.4672
H 3.1117 -0.5621 1.6777
H 1.5385 -1.3083 1.3219
H -2.3914 0.1790 -3.5942
H -2.8687 -0.3862 -1.9774
H 1.4964 -1.3292 3.7330
H 2.3342 0.2348 3.8464
H -1.4419 -2.1914 -2.1159
H -1.0412 -1.7300 -3.7833
H -0.1417 1.9539 1.3024
H 0.5982 1.2517 -1.0869
H 2.1572 1.5405 1.3463
H -1.8132 1.5837 -1.5085
```

The value obtained for the relative energy (zero: lowest compared OMol25 entry of this formula, charge and spin) is 0.000 eV. Its multiplicity is 1. As for the highest occupied orbital energy: -7.98 eV. The gap between HOMO and LUMO is 0.316 Eh. Its net charge is 0. As for the total energy: -1615.08957 hartree.

=====

# C4H12NO

The ion C4H12NO with charge +2 at a distorted geometry (ωB97M-V with the def2-TZVPD basis set, the Open Molecules 2025 dataset).

The geometry in XYZ format:
```
18
Properties=species:S:1:pos:R:3
O -0.4587 2.0033 0.2448
C -0.7407 1.0159 -0.8074
C -0.4558 -0.4834 -0.2384
N 0.7305 -0.3163 0.7807
C 2.1110 -0.4252 -0.0239
C -1.6183 -1.1351 0.4031
H -0.7018 2.9102 -0.1181
H -0.1492 1.3182 -1.5554
H -1.7787 1.1090 -1.1548
H 0.0993 -0.9317 -1.0161
H 0.5366 0.7187 1.0648
H 0.9706 -0.8659 1.5757
H 2.4514 0.6463 -0.1350
H 1.9709 -0.7409 -1.0422
H 2.8656 -1.0210 0.4920
H -1.3836 -2.2075 0.5834
H -1.9862 -0.5473 1.2589
H -2.4630 -1.0474 -0.3120
```

The value obtained for the relative energy (zero: lowest compared OMol25 entry of this formula, charge and spin) is 3.407 eV. Its multiplicity is 2. As for the highest occupied orbital energy (spin up / spin down): -21.61 / -21.58 eV. The gap between HOMO and LUMO (spin up / spin down) is 0.484 / 0.224 Eh. Its net charge is +2. As for the total energy: -288.73380 hartree.

=====

# C12H48N10O12

A cluster of 12 separate species, C12H48N10O12 in total at a distorted geometry (ωB97M-V with the def2-TZVPD basis set, the Open Molecules 2025 dataset).

The geometry in XYZ format:
```
82
Properties=species:S:1:pos:R:3
N 0.8647 -1.8301 3.3087
C 1.8517 -2.1701 4.0537
N 2.4447 -3.2421 3.6357
O 2.1367 -1.4371 5.2167
H 0.3587 -1.0201 3.6437
H 0.7857 -2.1061 2.2997
H 3.3097 -3.5851 4.1307
H 2.4727 -3.5821 2.6507
N -0.0523 -3.0191 -2.9913
C -0.9883 -2.1311 -2.7563
N -1.2423 -1.7411 -1.5573
O -1.7763 -1.5561 -3.7743
H 0.3397 -3.1861 -3.9393
H 0.5247 -3.2201 -2.1683
H -2.1793 -1.3901 -1.5033
H -0.7203 -1.9831 -0.6923
N -2.7653 0.6969 -0.8763
C -3.6713 0.9879 -1.7863
N -3.4993 0.3019 -2.8513
O -4.7283 1.8319 -1.7033
H -2.8823 1.3149 -0.0803
H -1.8203 0.2759 -0.9483
H -4.2843 0.3999 -3.5003
H -2.7713 -0.3421 -3.2083
N 2.1427 3.2849 -1.9493
C 3.1827 3.2849 -2.7503
N 2.9257 3.6409 -3.9673
O 4.4787 2.8329 -2.3213
H 2.3327 3.2069 -0.9303
H 1.2347 3.6429 -2.1603
H 3.6557 3.5409 -4.7163
H 2.0637 3.6469 -4.4673
N 0.0697 -2.4731 0.6257
C 1.2077 -2.7851 0.0927
N 1.1917 -3.9241 -0.5563
O 2.2817 -1.9461 0.0847
H -0.1543 -1.5161 1.0127
H -0.5463 -3.2221 0.9657
H 2.1207 -4.2031 -0.9053
H 0.3607 -4.5561 -0.5753
C 0.4927 1.1179 0.7027
O -0.4823 0.1859 1.1207
H 1.1267 0.5849 -0.0673
H 1.0557 1.7229 1.4557
H 0.0247 1.8259 -0.0203
H -0.8763 0.5139 1.9527
C -3.7943 2.3219 1.5467
O -2.4543 2.6459 1.1757
H -4.4503 2.4479 0.7367
H -4.2323 3.0349 2.2637
H -3.9313 1.2679 1.8417
H -2.1923 3.4569 1.6167
C -3.6673 -1.5631 1.3227
O -4.4953 -1.1981 0.2637
H -3.0493 -0.6651 1.4157
H -2.9603 -2.3281 1.1627
H -4.0643 -1.7841 2.3147
H -3.9613 -0.5981 -0.2773
C 3.2187 0.5359 2.5467
O 4.3557 0.1219 3.2577
H 3.4227 1.5679 2.2327
H 2.3417 0.3839 3.1897
H 3.1247 -0.2241 1.7127
H 4.9357 0.8699 3.1037
C -0.2993 1.6749 -2.8203
O -1.0313 2.6429 -2.1373
H 0.4667 2.0549 -3.5843
H -1.0753 1.1729 -3.4243
H 0.2497 0.9369 -2.2153
H -1.7803 2.1479 -1.8173
C 0.0347 1.1959 4.7587
O -0.6513 0.2829 3.8747
H 0.8207 1.8039 4.2487
H 0.5247 0.8079 5.7187
H -0.6773 2.0139 5.1297
H -1.6313 0.4789 3.8427
C 2.2767 -0.4411 -3.4103
O 3.3257 -1.2731 -3.7883
H 1.8447 0.0799 -4.3303
H 2.5477 0.2679 -2.6163
H 1.5417 -1.1031 -3.0513
H 3.7677 -1.7091 -3.0313
```

The value obtained for the relative energy (zero: lowest compared OMol25 entry of this formula, charge and spin) is 9.444 eV. Its multiplicity is 1. As for the highest occupied orbital energy: -8.97 eV. The gap between HOMO and LUMO is 0.312 Eh. Its net charge is 0. Its structure (SMILES) is NC(N)=O.NC(N)=O.NC(N)=O.NC(N)=O.NC(N)=O.CO.CO.CO.CO.CO.CO.CO. As for the total energy: -1936.23903 hartree.

=====

# H3NO3P

The ion H3NO3P with charge -1 at a distorted geometry (ωB97M-V with the def2-TZVPD basis set, the Open Molecules 2025 dataset).

The geometry in XYZ format:
```
8
Properties=species:S:1:pos:R:3
O -1.1334 -1.6383 -0.7080
P -0.1190 -0.5275 -1.1484
O 1.4493 -1.2093 -0.8292
N -0.1114 0.7064 0.2794
O -0.9087 0.0509 1.2783
H 2.0213 -0.6755 -0.1490
H -0.7746 1.6087 -0.0872
H -1.1275 -0.7461 0.7758
```

The value obtained for the relative energy (zero: lowest compared OMol25 entry of this formula, charge and spin) is 4.176 eV. Its multiplicity is 1. As for the highest occupied orbital energy: -3.38 eV. The gap between HOMO and LUMO is 0.294 Eh. Its net charge is -1. Its structure (SMILES) is [O-]P(O)NO. As for the total energy: -623.65614 hartree.

=====

> What is the relative energy (zero: lowest compared OMol25 entry of this formula, charge and spin) in the second record?

3.407 eV

=====

> Which of these has the lowest relative energy (zero: lowest compared OMol25 entry of this formula, charge and spin)?

C6H12N2OS3

=====

> Among the records above, which one has the highest relative energy (zero: lowest compared OMol25 entry of this formula, charge and spin)?

C12H48N10O12